Computed, not measured: one molecule with the formula C22H38N2, with ωB97M-V/def2-TZVPD.

Element x y z (Å)
C -3.0704 0.4471 1.1761
C -3.0002 1.2556 -0.0846
C -3.9332 0.8156 -1.1792
C -2.1811 2.2933 -0.2070
C -2.1001 3.2074 -1.3897
C -0.6828 3.7378 -1.6387
C 0.2802 2.7105 -2.1897
C 1.5332 2.4704 -1.4020
C 0.0195 2.0793 -3.3305
C 0.9158 1.0827 -4.0261
N 1.2545 -0.1477 -3.3314
C 0.1450 -0.9920 -2.9334
C -0.3058 -0.7906 -1.4808
N 0.8524 -0.9069 -0.6132
C 0.5887 -0.8369 0.8129
C 1.8768 -0.4907 1.5764
C 1.5274 -0.2064 3.0370
C 0.9069 -1.4541 3.6644
C 1.9058 -2.6088 3.5997
C 2.2558 -2.8931 2.1396
C 2.8765 -1.6450 1.5146
C 0.9868 -3.2690 1.3766
C -0.0106 -2.1122 1.4383
C -0.3604 -1.8335 2.8998
H -4.0865 0.4594 1.5710
H -2.8047 -0.5910 0.9772
H -2.4005 0.8426 1.9360
H -4.6890 1.5769 -1.3702
H -3.3894 0.6436 -2.1073
H -4.4382 -0.1064 -0.9032
H -1.5372 2.5600 0.6218
H -2.4707 2.7076 -2.2841
H -2.7564 4.0656 -1.2012
H -0.2923 4.1438 -0.7037
H -0.7480 4.5644 -2.3535
H 1.7893 3.3432 -0.8043
H 1.3937 1.6233 -0.7295
H 2.3702 2.2449 -2.0603
H -0.9047 2.3010 -3.8484
H 0.4476 0.7909 -4.9718
H 1.8698 1.5670 -4.2690
H 1.8115 0.0446 -2.5056
H -0.6986 -0.8310 -3.6082
H 0.4722 -2.0353 -3.0492
H -0.7245 0.2110 -1.3478
H -1.0992 -1.5242 -1.2546
H 1.3492 -1.7645 -0.8338
H -0.1248 -0.0141 0.9477
H 2.3256 0.3990 1.1225
H 2.4296 0.0751 3.5851
H 0.8251 0.6286 3.0972
H 0.6528 -1.2489 4.7108
H 2.8103 -2.3503 4.1552
H 1.4736 -3.5005 4.0601
H 2.9708 -3.7228 2.0900
H 3.1622 -1.8398 0.4793
H 3.7824 -1.3699 2.0603
H 1.2326 -3.5120 0.3394
H 0.5364 -4.1610 1.8197
H -0.9208 -2.3891 0.8925
H -0.8117 -2.7226 3.3477
H -1.0885 -1.0223 2.9630

Summary:
max |F|: 0.4 eV/Å
LUMO: 0.028 Eh
relative energy (zero: lowest compared OMol25 entry of this formula, charge and spin): 19.97 kJ/mol

---

Computed, not measured: C22H38N6O3S4Tl as an isolated structure, with ωB97M-V/def2-TZVPD.

Element x y z (Å)
Tl -0.2030 0.2370 -0.3223
C 4.9672 -1.9464 -1.2464
N 3.5259 -2.1467 -1.0639
C 3.0408 -3.4671 -1.4691
C 2.6900 -1.2274 -0.6091
O 1.4595 -1.4336 -0.5122
C 3.2618 0.1233 -0.1715
O 2.2775 0.9147 0.4765
C 2.3585 0.9904 1.8895
C 1.2481 0.1792 2.5409
O 0.3324 -0.3169 1.8393
N 1.2872 0.0404 3.8497
C 0.2712 -0.7386 4.5642
C 2.3638 0.6285 4.6607
H 5.5048 -2.7539 -0.7522
H 5.2069 -1.9687 -2.3093
H 5.3081 -1.0028 -0.8353
H 3.5729 -4.2306 -0.9030
H 1.9779 -3.5456 -1.2719
H 3.2401 -3.6202 -2.5304
H 4.1077 -0.0370 0.4962
H 3.6211 0.6748 -1.0411
H 3.3359 0.6664 2.2490
H 2.2343 2.0353 2.1796
H -0.3345 -1.2892 3.8544
H 0.7696 -1.4377 5.2329
H -0.3587 -0.0728 5.1548
H 2.4931 1.6860 4.4372
H 2.0829 0.5405 5.7053
H 3.3063 0.0998 4.5171
C -1.2790 -2.7394 -3.9878
C -1.0193 -2.0066 -2.7090
N -0.5348 -0.8343 -2.6135
N -0.1702 -0.1331 -3.7202
C 0.3703 1.0910 -3.5734
N 0.7126 1.7420 -4.6711
S 0.6461 1.8529 -2.0660
C -1.3207 -2.6403 -1.3892
C -1.6114 -3.9854 -1.2789
C -1.9414 -4.5089 -0.0329
C -1.9810 -3.6654 1.0598
C -1.6552 -2.3313 0.8744
N -1.3315 -1.8302 -0.3179
H -1.5826 -2.0649 -4.7898
H -0.3868 -3.2824 -4.3137
H -2.0850 -3.4585 -3.8690
H -0.2962 -0.5284 -4.6425
H 0.5383 1.3806 -5.5980
H 1.1007 2.6708 -4.6049
H -1.5825 -4.6291 -2.1469
H -2.1773 -5.5599 0.0700
H -2.2554 -4.0244 2.0416
H -1.6433 -1.6447 1.7106
C -3.8595 3.2920 -0.7525
C -4.1808 1.7967 -0.7085
S -3.0172 0.6915 0.1542
C -2.9932 1.3110 1.8443
C -2.1884 2.5807 2.1604
S -0.5142 2.6098 1.4844
C -0.3690 4.2902 0.7869
C -1.5495 4.8034 -0.0514
S -2.1444 3.5865 -1.2534
H -4.0439 3.7412 0.2223
H -4.5217 3.7753 -1.4683
H -4.2515 1.3764 -1.7125
H -5.1396 1.6239 -0.2167
H -2.6096 0.4781 2.4356
H -4.0289 1.4674 2.1494
H -2.0979 2.6443 3.2440
H -2.7074 3.4734 1.8264
H 0.5429 4.2489 0.1887
H -0.1822 4.9609 1.6254
H -1.2340 5.6935 -0.5918
H -2.3743 5.1035 0.5917

Summary:
max |F|: 0.6 eV/Å
LUMO: -0.332 Eh
relative energy (zero: lowest compared OMol25 entry of this formula, charge and spin): 13.63 kJ/mol
charge: +3